1.
{
  "formula": "C25H35Br2EuN5OS3Sb",
  "method": "ωB97M-V with the def2-TZVPD basis set",
  "homo_energy_ha": [-0.34652, -0.35993],
  "multiplicity": 8,
  "total_charge": 1,
  "e_lumo_ev": [-4.2, -4.2],
  "energy_ev": -234445.179,
  "gap_ev": [5.20, 5.60],
  "largest_force_ev_per_a": 4.130,
  "relative_energy_kcal_mol": 33.89,
  "elements": ["Eu", "C", "N", "C", "C", "C", "N", "C", "C", "H", "H", "H", "H", "H", "H", "H", "H", "H", "H", "H", "H", "H", "H", "H", "H", "Br", "C", "C", "C", "C", "C", "C", "N", "C", "C", "C", "C", "C", "C", "N", "H", "H", "H", "H", "H", "H", "H", "H", "H", "S", "Sb", "S", "S", "C", "C", "O", "H", "H", "H", "H", "H", "H", "Br", "C", "C", "C", "N", "C", "C", "H", "H", "H", "H"],
  "xyz": [[0.168, 0.165, 0.350], [-2.741, 2.838, 0.254], [-1.530, 2.440, -0.488], [-0.656, 3.624, -0.482], [-1.966, 2.159, -1.867], [-0.861, 1.657, -2.792], [-0.351, 0.319, -2.448], [0.789, 0.053, -3.335], [-1.382, -0.689, -2.751], [-3.207, 3.711, -0.217], [-2.488, 3.098, 1.281], [-3.462, 2.022, 0.258], [-1.164, 4.488, -0.932], [0.266, 3.438, -1.030], [-0.414, 3.873, 0.551], [-2.383, 3.079, -2.307], [-2.767, 1.416, -1.818], [-0.018, 2.356, -2.776], [-1.270, 1.654, -3.814], [0.491, 0.119, -4.386], [1.171, -0.949, -3.159], [1.587, 0.773, -3.151], [-1.785, -0.552, -3.761], [-2.196, -0.648, -2.027], [-0.941, -1.684, -2.700], [-6.348, 0.549, 4.214], [-4.915, -0.058, 3.132], [-3.869, 0.802, 2.827], [-2.843, 0.344, 2.032], [-2.816, -0.963, 1.517], [-3.879, -1.814, 1.864], [-4.913, -1.361, 2.653], [-1.723, -1.295, 0.733], [-1.574, -2.547, 0.292], [-0.440, -2.989, -0.414], [-0.406, -4.323, -0.904], [0.659, -4.770, -1.629], [1.730, -3.885, -1.846], [1.658, -2.621, -1.309], [0.621, -2.130, -0.618], [-3.852, 1.801, 3.233], [-1.994, 0.994, 1.807], [-3.909, -2.838, 1.526], [-5.722, -2.026, 2.906], [-2.335, -3.297, 0.476], [-1.250, -4.962, -0.698], [0.691, -5.778, -2.014], [2.587, -4.184, -2.424], [2.507, -1.957, -1.429], [-2.001, 2.488, 5.062], [0.110, 1.747, 5.029], [0.677, 1.827, 2.475], [0.130, -0.064, 3.190], [3.902, -2.711, 2.363], [2.474, -2.242, 2.139], [2.435, -0.966, 1.473], [3.903, -3.677, 2.859], [4.441, -2.005, 2.993], [4.423, -2.809, 1.414], [1.943, -2.165, 3.099], [1.931, -2.938, 1.495], [3.011, -0.386, 1.997], [6.372, 3.584, -1.560], [4.770, 2.729, -1.040], [4.530, 1.394, -1.356], [3.335, 0.825, -0.975], [2.364, 1.477, -0.308], [2.639, 2.749, 0.035], [3.799, 3.411, -0.310], [5.263, 0.812, -1.887], [3.142, -0.217, -1.194], [1.902, 3.251, 0.646], [3.947, 4.435, -0.019]],
  "lowdin_charge": [1.32, -0.10, -0.29, -0.11, -0.20, -0.20, -0.31, -0.09, -0.09, 0.10, 0.09, 0.08, 0.10, 0.06, 0.07, 0.13, 0.11, 0.11, 0.13, 0.10, 0.06, 0.08, 0.10, 0.07, 0.07, 0.78, -0.66, -0.16, -0.12, -0.29, -0.01, -0.11, -0.03, -0.06, -0.26, 0.00, -0.02, -0.02, -0.16, 0.01, 0.04, 0.02, 0.10, 0.11, 0.12, 0.12, 0.12, 0.11, 0.09, -0.19, 0.52, -0.15, -0.10, -0.07, -0.32, -0.25, 0.08, 0.08, 0.08, 0.07, 0.10, 0.09, 0.80, -0.67, -0.09, -0.15, -0.04, -0.18, -0.08, 0.11, 0.08, 0.05, 0.11]
}

2.
{
  "formula": "C25H35BrN2PRuSSe",
  "method": "ωB97M-V with the def2-TZVPD basis set",
  "homo_energy_ha": [-0.25284, -0.26171],
  "multiplicity": 2,
  "e_lumo_ev": [0.2, -0.5],
  "energy_ev": -187571.162,
  "gap_ev": [7.04, 6.65],
  "largest_force_ev_per_a": 0.177,
  "relative_energy_kcal_mol": 0.00,
  "elements": ["Ru", "C", "C", "C", "C", "C", "Br", "N", "C", "H", "H", "H", "H", "H", "H", "C", "C", "C", "C", "C", "C", "C", "C", "C", "S", "C", "N", "H", "H", "H", "H", "H", "H", "H", "H", "Se", "C", "C", "C", "P", "C", "C", "C", "C", "C", "C", "H", "H", "H", "H", "H", "H", "H", "H", "H", "H", "H", "H", "H", "H", "H", "H", "H", "H", "H", "H", "H"],
  "xyz": [[0.039, 0.050, 0.347], [5.817, 0.239, -0.654], [4.453, 0.192, -0.020], [4.271, 0.256, 1.360], [3.002, 0.224, 1.927], [1.923, 0.122, 1.066], [-1.086, -0.720, 4.010], [2.110, 0.075, -0.242], [3.307, 0.101, -0.806], [6.596, 0.075, 0.089], [6.002, 1.207, -1.122], [5.921, -0.525, -1.425], [5.144, 0.327, 2.001], [2.866, 0.267, 3.000], [3.358, 0.043, -1.888], [0.986, 2.937, 2.118], [0.656, 3.170, 0.672], [0.903, 4.484, 0.191], [0.630, 4.805, -1.094], [0.069, 3.828, -1.949], [-0.250, 4.120, -3.291], [-0.810, 3.155, -4.080], [-1.072, 1.883, -3.553], [-0.769, 1.556, -2.247], [-1.176, -0.031, -1.634], [-0.167, 2.543, -1.416], [0.159, 2.228, -0.107], [2.023, 3.226, 2.302], [0.827, 1.914, 2.426], [0.350, 3.579, 2.731], [1.318, 5.209, 0.879], [0.822, 5.799, -1.480], [-0.046, 5.113, -3.673], [-1.061, 3.366, -5.111], [-1.531, 1.125, -4.176], [-1.520, 0.565, 2.061], [1.319, -2.585, -1.863], [0.300, -3.236, -0.926], [0.678, -4.714, -0.738], [-0.078, -2.269, 0.622], [-1.790, -2.865, 1.048], [-2.024, -4.379, 1.049], [-2.845, -2.235, 0.132], [1.065, -2.814, 1.988], [0.648, -3.970, 2.892], [2.502, -3.025, 1.499], [1.367, -3.167, -2.787], [2.317, -2.592, -1.422], [1.048, -1.562, -2.113], [-0.670, -3.193, -1.436], [1.756, -4.817, -0.625], [0.397, -5.273, -1.634], [0.203, -5.195, 0.112], [-1.944, -2.477, 2.059], [-2.002, -4.775, 0.032], [-3.025, -4.570, 1.443], [-1.322, -4.942, 1.655], [-2.671, -2.481, -0.918], [-2.880, -1.154, 0.225], [-3.825, -2.637, 0.399], [1.058, -1.914, 2.608], [0.691, -4.931, 2.378], [-0.349, -3.832, 3.309], [1.347, -4.020, 3.732], [2.630, -4.023, 1.081], [3.186, -2.936, 2.346], [2.816, -2.298, 0.751]],
  "lowdin_charge": [0.52, -0.05, -0.26, -0.03, -0.08, -0.37, 0.04, -0.04, -0.09, 0.08, 0.08, 0.08, 0.12, 0.11, 0.13, -0.07, -0.30, -0.02, 0.00, -0.16, -0.05, -0.08, -0.12, -0.58, 0.64, -0.21, 0.02, 0.09, -0.01, 0.09, 0.12, 0.12, 0.11, 0.10, 0.10, 0.14, -0.14, -0.51, -0.10, 0.95, -0.54, -0.11, -0.18, -0.53, -0.12, -0.10, 0.08, 0.06, 0.01, 0.09, 0.07, 0.09, 0.05, 0.03, 0.08, 0.08, 0.04, 0.06, -0.02, 0.08, 0.03, 0.07, 0.06, 0.08, 0.07, 0.09, 0.05]
}

3.
{
  "formula": "C25H35Cl2CoGeN10O6Si3",
  "method": "ωB97M-V with the def2-TZVPD basis set",
  "homo_energy_ha": [-0.20868, -0.21060],
  "multiplicity": 2,
  "total_charge": -1,
  "e_lumo_ev": [0.8, 0.1],
  "energy_ev": -196501.545,
  "gap_ev": [6.51, 5.85],
  "largest_force_ev_per_a": 2.161,
  "relative_energy_kcal_mol": 48.12,
  "elements": ["Co", "N", "C", "N", "N", "N", "N", "C", "N", "N", "N", "N", "H", "Cl", "C", "C", "C", "Cl", "C", "O", "C", "C", "O", "C", "H", "H", "H", "C", "Si", "C", "C", "Ge", "Si", "C", "C", "C", "Si", "C", "C", "C", "H", "H", "H", "H", "H", "H", "H", "H", "H", "H", "H", "H", "H", "H", "H", "H", "H", "H", "H", "H", "H", "H", "H", "H", "H", "H", "H", "O", "C", "O", "C", "C", "C", "C", "C", "C", "N", "O", "O", "H", "H", "H", "H"],
  "xyz": [[0.262, -0.270, 0.290], [2.673, -0.404, 2.548], [1.377, -0.362, 2.985], [1.029, -0.429, 4.249], [-0.323, -0.253, 4.234], [-0.750, -0.092, 3.028], [0.331, -0.148, 2.196], [3.022, -0.276, 1.228], [4.260, -0.276, 0.797], [4.145, -0.061, -0.547], [2.909, 0.063, -0.890], [2.155, -0.057, 0.243], [3.369, -0.758, 3.180], [-4.077, -1.613, -5.213], [-2.829, -1.109, -4.099], [-1.530, -0.876, -4.584], [-0.534, -0.467, -3.749], [1.065, -0.257, -4.365], [-0.776, -0.202, -2.362], [0.133, 0.287, -1.623], [-2.092, -0.508, -1.906], [-2.418, -0.380, -0.522], [-1.697, 0.084, 0.330], [-3.099, -0.958, -2.777], [-1.312, -1.037, -5.633], [-3.416, -0.721, -0.202], [-4.088, -1.187, -2.388], [1.775, 3.340, 3.175], [1.699, 3.719, 1.367], [1.256, 5.532, 1.268], [3.361, 3.457, 0.590], [0.038, 2.459, 0.138], [-2.124, 3.221, 0.848], [-3.589, 2.384, 0.057], [-2.145, 5.007, 0.299], [-2.277, 3.132, 2.685], [0.414, 3.199, -2.123], [1.959, 2.455, -2.821], [-1.136, 2.853, -3.111], [0.637, 5.056, -2.120], [2.493, 4.016, 3.660], [2.095, 2.325, 3.363], [0.799, 3.469, 3.658], [2.093, 6.091, 1.705], [0.353, 5.753, 1.852], [1.096, 5.890, 0.244], [4.140, 3.868, 1.244], [3.434, 3.948, -0.390], [3.574, 2.393, 0.441], [-3.396, 2.117, -0.990], [-4.458, 3.051, 0.088], [-3.834, 1.469, 0.609], [-2.169, 5.089, -0.797], [-1.274, 5.569, 0.662], [-3.053, 5.476, 0.702], [-2.030, 2.125, 3.027], [-3.304, 3.369, 2.998], [-1.596, 3.838, 3.175], [2.161, 1.477, -2.382], [2.811, 3.112, -2.609], [1.878, 2.332, -3.907], [-1.578, 1.887, -2.847], [-0.922, 2.839, -4.189], [-1.883, 3.633, -2.918], [1.600, 5.339, -1.675], [-0.162, 5.589, -1.584], [0.632, 5.393, -3.167], [1.443, -3.038, 1.325], [0.583, -3.121, 0.453], [-0.048, -2.186, -0.164], [0.170, -4.512, -0.003], [0.764, -5.621, 0.577], [0.400, -6.905, 0.187], [-0.564, -7.088, -0.792], [-1.143, -5.969, -1.361], [-0.794, -4.687, -0.985], [-2.181, -6.154, -2.413], [-2.447, -7.283, -2.762], [-2.710, -5.169, -2.866], [1.516, -5.453, 1.339], [0.867, -7.767, 0.645], [-0.872, -8.071, -1.116], [-1.258, -3.826, -1.446]],
  "lowdin_charge": [0.50, 0.17, -0.49, 0.04, -0.07, -0.04, -0.04, -0.48, 0.04, -0.06, -0.03, -0.03, 0.15, 0.64, -0.66, -0.11, -0.56, 0.77, -0.40, -0.20, -0.13, -0.20, -0.10, -0.06, 0.11, 0.15, 0.12, -0.21, 0.32, -0.21, -0.20, 0.89, 0.33, -0.20, -0.21, -0.21, 0.35, -0.25, -0.19, -0.22, 0.04, 0.01, 0.03, 0.04, 0.02, 0.00, 0.04, 0.02, 0.01, 0.03, 0.04, 0.03, 0.02, 0.00, 0.04, 0.01, 0.04, 0.02, -0.03, 0.03, 0.01, 0.01, 0.05, 0.03, 0.02, 0.01, 0.04, 0.05, -0.56, -0.06, -0.10, 0.00, -0.06, -0.02, -0.13, 0.06, -0.36, 0.06, 0.07, 0.12, 0.10, 0.11, 0.12]
}

4.
{
  "formula": "C25H35N16O2STi",
  "method": "ωB97M-V with the def2-TZVPD basis set",
  "homo_energy_ha": [-0.07620, -0.18672],
  "multiplicity": 2,
  "e_lumo_ev": [-0.4, -0.4],
  "energy_ev": -88376.245,
  "gap_ev": [1.67, 4.67],
  "largest_force_ev_per_a": 3.441,
  "relative_energy_kcal_mol": 164.38,
  "elements": ["Ti", "O", "N", "C", "C", "C", "C", "C", "S", "H", "H", "H", "H", "C", "N", "C", "C", "O", "N", "C", "C", "H", "H", "H", "H", "H", "H", "H", "H", "H", "H", "H", "H", "N", "C", "N", "N", "C", "N", "H", "H", "H", "H", "C", "C", "N", "C", "C", "N", "C", "N", "N", "N", "C", "C", "C", "C", "C", "C", "H", "H", "H", "H", "H", "H", "H", "H", "H", "H", "H", "N", "C", "N", "N", "C", "N", "H", "H", "H", "H"],
  "xyz": [[1.311, 0.307, 0.409], [3.092, -0.108, -0.153], [3.917, 0.883, 0.179], [5.065, 0.610, 0.846], [5.878, 1.619, 1.284], [5.542, 2.947, 0.999], [4.371, 3.208, 0.298], [3.535, 2.174, -0.092], [2.056, 2.340, -0.931], [5.266, -0.440, 0.993], [6.765, 1.382, 1.850], [6.179, 3.754, 1.319], [4.079, 4.217, 0.055], [3.327, -4.065, 0.780], [2.776, -3.904, -0.551], [2.190, -5.117, -1.088], [2.092, -2.702, -0.760], [1.624, -2.069, 0.190], [1.976, -2.304, -2.047], [2.763, -2.868, -3.121], [1.353, -1.031, -2.348], [4.200, -4.715, 0.716], [2.613, -4.506, 1.487], [3.621, -3.086, 1.153], [1.592, -5.624, -0.320], [2.973, -5.802, -1.415], [1.540, -4.886, -1.927], [3.519, -3.540, -2.725], [3.262, -2.061, -3.660], [2.130, -3.413, -3.827], [0.788, -0.677, -1.467], [0.686, -1.151, -3.205], [2.115, -0.277, -2.589], [1.093, -2.149, 3.994], [1.359, -1.068, 4.825], [1.178, -1.244, 6.185], [1.759, 0.105, 4.392], [1.835, 0.482, 3.188], [1.950, 0.977, 2.118], [0.350, -2.753, 4.323], [0.989, -1.880, 3.018], [1.430, -2.156, 6.542], [1.564, -0.480, 6.721], [-2.154, 0.270, -1.859], [-1.816, 1.192, -0.743], [-0.632, 1.372, -0.196], [-0.794, 2.324, 0.778], [-2.096, 2.717, 0.811], [-2.744, 1.990, -0.153], [-4.160, 2.037, -0.450], [-4.471, 2.809, -1.606], [-4.362, 2.260, -2.860], [-4.734, 3.114, -3.737], [-5.112, 4.259, -3.118], [-5.607, 5.466, -3.622], [-5.940, 6.442, -2.706], [-5.793, 6.252, -1.332], [-5.293, 5.067, -0.808], [-4.953, 4.083, -1.718], [-1.269, 0.099, -2.469], [-2.934, 0.716, -2.482], [-2.508, -0.686, -1.466], [0.035, 2.659, 1.383], [-2.600, 3.441, 1.420], [-4.673, 2.472, 0.414], [-4.508, 1.010, -0.617], [-5.722, 5.606, -4.685], [-6.334, 7.385, -3.058], [-6.074, 7.047, -0.656], [-5.183, 4.921, 0.257], [-0.646, -4.321, 1.420], [-1.770, -3.683, 0.897], [-2.814, -4.483, 0.453], [-1.867, -2.377, 0.798], [-0.969, -1.524, 1.062], [-0.224, -0.641, 1.303], [-0.515, -5.264, 1.081], [0.187, -3.749, 1.331], [-3.018, -5.269, 1.057], [-3.639, -3.943, 0.238]],
  "lowdin_charge": [0.63, -0.30, -0.20, -0.02, -0.07, -0.05, -0.07, -0.66, 0.74, 0.13, 0.10, 0.11, 0.11, -0.05, -0.16, -0.06, -0.47, -0.05, -0.10, -0.03, -0.03, 0.09, 0.08, 0.09, 0.08, 0.10, 0.09, 0.09, 0.10, 0.10, 0.05, 0.11, 0.09, 0.17, -0.45, 0.14, 0.15, -0.27, 0.07, 0.10, 0.06, 0.10, 0.10, 0.00, -0.32, -0.06, -0.18, -0.03, 0.01, -0.10, -0.09, -0.08, -0.01, -0.27, -0.08, -0.16, -0.17, -0.09, -0.19, 0.06, 0.04, 0.07, 0.08, 0.12, 0.13, 0.13, 0.08, 0.08, 0.07, 0.07, 0.16, -0.44, 0.14, 0.15, -0.29, 0.07, 0.09, 0.06, 0.10, 0.10]
}